{"formula": "C25H36IN4O5P2Ru", "method": "ωB97M-V/def2-TZVPD", "species": ["I", "Ru", "P", "P", "O", "O", "O", "O", "O", "N", "N", "N", "N", "C", "C", "C", "C", "C", "C", "C", "C", "C", "C", "C", "C", "C", "C", "C", "C", "C", "C", "C", "C", "C", "C", "C", "C", "C", "H", "H", "H", "H", "H", "H", "H", "H", "H", "H", "H", "H", "H", "H", "H", "H", "H", "H", "H", "H", "H", "H", "H", "H", "H", "H", "H", "H", "H", "H", "H", "H", "H", "H", "H", "H"], "xyz": [[3.525127, 0.246654, -0.008076], [0.887427, 0.319154, -0.008076], [-1.190073, -1.838146, 0.694624], [1.334927, -2.629646, -0.769076], [-0.786273, -0.781846, -0.008076], [-2.436073, 0.542654, -1.163376], [1.595227, -1.557046, -0.008076], [-0.743273, 1.504354, -0.008076], [-0.217773, -3.067046, -0.075576], [2.570027, -3.907246, -0.391976], [-0.889573, -1.619546, 2.469924], [-2.949473, -2.117546, 0.326624], [1.279627, -2.215446, -2.531276], [1.649327, 5.224454, -0.008076], [0.330827, 3.190854, -0.008076], [0.584727, -0.944746, -2.747376], [3.859727, 2.271854, -0.008076], [-0.873573, -2.938046, 3.126224], [-2.327773, 3.763954, 0.575824], [1.495827, 2.426254, -0.008076], [-3.188473, -1.930546, -1.108676], [-3.313673, -3.494746, 0.698324], [5.130027, 2.837054, -0.008076], [-3.138973, 4.868654, 0.847324], [0.405127, 4.585554, -0.008076], [2.727527, 3.064654, -0.008076], [2.867127, -3.906546, 1.042424], [-4.129773, 2.740154, -0.653976], [-2.809073, 2.681354, -0.179076], [-4.446873, 4.908054, 0.367124], [-4.942973, 3.843854, -0.383876], [5.256427, 4.228154, -0.008076], [2.832927, 4.469554, -0.008076], [4.116727, 5.041754, -0.008076], [0.396127, -0.954246, 2.709324], [2.036827, -5.228546, -0.765676], [-1.927073, 1.482254, -0.473176], [0.573827, -3.280246, -3.261976], [-5.077573, 5.765554, 0.577424], [0.547127, -0.800946, 3.795824], [-2.971273, -0.881846, -1.401776], [-4.327073, -3.744946, 0.316424], [-0.210873, -3.651546, 2.591824], [6.244627, 4.682154, -0.008076], [0.887427, 0.319154, 1.819624], [-2.589073, -4.234446, 0.291524], [-4.257273, -2.110346, -1.349176], [6.020027, 2.214254, -0.008076], [-5.959973, 3.865254, -0.762076], [2.019327, -5.351646, -1.856776], [-4.516873, 1.908354, -1.240676], [-0.507473, 5.176554, -0.008076], [-1.305873, 3.732654, 0.950724], [1.950727, -4.090746, 1.645624], [-1.889773, -3.349646, 3.199624], [0.568827, -0.695546, -3.828076], [2.710727, -6.035346, -0.402776], [-3.399373, -3.590546, 1.789524], [-0.390473, -3.541546, -2.771676], [-2.743773, 5.692554, 1.432924], [1.023327, -5.395646, -0.340576], [0.367227, -2.966146, -4.307676], [1.211827, -4.168246, -3.363076], [3.618127, -4.690846, 1.284724], [1.137027, -0.119846, -2.250276], [1.688727, 6.311154, -0.008076], [-2.558673, -2.618446, -1.716476], [1.240927, -1.557746, 2.319624], [-0.634373, 2.692554, -0.008076], [4.236527, 6.122854, -0.008076], [3.315227, -2.937646, 1.346624], [-0.528573, -2.846546, 4.176324], [-0.459673, -0.987346, -2.378576], [0.395527, 0.054454, 2.248224]], "forces_ev_per_angstrom": [[2.0, 0.2, 0.0], [0.3, 7.9, 1.5], [-5.1, -10.1, 5.9], [-2.7, -10.4, -6.5], [2.2, 8.3, -6.0], [1.2, 3.8, 0.7], [4.5, 6.9, 6.8], [-4.3, -7.0, 0.4], [0.4, -0.8, -0.1], [-2.6, 1.0, -1.2], [-0.4, -1.4, -2.5], [2.8, -1.0, 1.3], [-0.3, -1.8, 2.6], [-1.4, 0.2, 0.0], [4.2, 4.8, -0.5], [-0.5, 0.8, 0.2], [2.6, 0.9, 0.0], [-0.2, -0.5, 0.7], [-0.8, -0.1, 0.5], [-3.0, -0.9, -0.1], [0.0, 0.1, -1.2], [-0.6, -0.6, 0.3], [-0.6, -1.0, 0.0], [-0.2, -0.4, -0.3], [2.4, 1.1, -0.1], [-0.4, -0.6, 0.0], [0.2, 0.6, 0.8], [0.1, 0.0, 0.0], [-0.1, 0.6, 0.4], [0.2, -0.1, 0.0], [0.4, -0.3, 0.0], [-1.0, 1.3, 0.0], [0.0, 0.5, 0.0], [1.5, -0.5, 0.0], [-0.6, -3.2, 2.9], [0.1, -0.9, -0.2], [-2.6, -2.7, -1.8], [-0.2, -0.5, -0.7], [0.0, -0.1, 0.0], [-0.3, -0.2, -0.4], [-0.2, -1.4, 0.3], [0.7, 0.3, 0.0], [-0.3, 0.2, 0.4], [-0.2, -0.1, 0.0], [6.2, 4.7, -8.8], [-0.5, 0.2, 0.2], [0.5, -0.2, 0.5], [-0.1, 0.0, 0.0], [0.1, 0.0, 0.0], [-0.2, 0.2, 0.3], [0.2, 0.2, 0.1], [0.3, 0.1, -0.1], [-1.1, 0.1, 0.4], [0.5, 0.0, -0.1], [0.3, 0.1, -0.2], [0.2, -0.4, 0.5], [-0.4, 0.6, 0.0], [0.2, 0.0, -0.3], [0.4, 0.0, -0.4], [0.0, -0.1, 0.0], [0.5, -0.1, -0.2], [0.1, 0.1, 0.7], [-0.2, 0.2, 0.2], [-0.6, 0.4, -0.4], [-0.2, -0.2, -0.2], [0.2, -0.1, 0.0], [-0.4, 0.1, 0.2], [-0.2, 0.7, 0.1], [2.2, 3.4, 0.1], [-0.1, -0.1, 0.0], [-0.4, -0.5, -0.2], [0.0, 0.1, -0.7], [0.4, 0.3, -0.3], [-5.3, -2.4, 4.4]], "total_charge": 0, "s_squared": 0.801, "multiplicity": 2, "homo_ev": [-5.89, -6.42], "gap_ev": [5.67, 6.20], "total_energy_ha": -2644.3091}